# 1
# C3H4

An isolated molecule of C3H4 (ωB97M-V/def2-TZVPD, the OMol25 dataset).

Last column: natural (NBO) charge in e.
Cartesian coordinates (Å):
1 C -0.9179 0.2110 -0.6655  -0.422
2 C 0.3513 0.0225 -0.1608  -0.386
3 C 1.4145 -0.6116 0.2463  -0.205
4 H -1.4347 1.1570 -0.5402  0.211
5 H -0.2472 0.4660 0.7443  0.394
6 H -1.4710 -0.6035 -1.1314  0.218
7 H 2.3321 -0.6431 -0.3411  0.191

Values from the calculation:
lowest unoccupied orbital energy: -0.05 eV
relative energy (zero: lowest compared OMol25 entry of this formula, charge and spin): 362.55 kJ/mol
2S+1: 1
gap between HOMO and LUMO: 8.1 eV

=====

# 2
# C2H4O3S

An isolated molecule of C2H4O3S (ωB97M-V/def2-TZVPD, the OMol25 dataset).

Last column: natural (NBO) charge in e.
Cartesian coordinates (Å):
1 C 1.7286 0.3263 0.1378  -0.259
2 O 0.4258 0.7403 -0.2953  -0.497
3 C -0.5113 -0.2486 -0.6016  -0.215
4 S -2.0632 -0.0924 0.2193  1.908
5 O -2.8970 -1.2435 -0.0652  -0.876
6 O -2.6254 1.1852 0.5534  -0.848
7 H 2.4635 0.6515 -0.6231  0.197
8 H 1.8952 -0.8751 0.1548  0.183
9 H 1.9006 0.8414 1.0906  0.206
10 H -0.3168 -1.2851 -0.5707  0.201

Values from the calculation:
lowest unoccupied orbital energy (spin up / spin down): -0.81 / -0.81 eV
SMILES: COC=S(=O)=O
relative energy (zero: lowest compared OMol25 entry of this formula, charge and spin): 302.39 kJ/mol
2S+1: 1
gap between HOMO and LUMO (spin up / spin down): 8.3 / 8.3 eV

=====

Number 1: E_tot -116.4988 hartree. Number 2: E_tot -702.3784 hartree.